Entry 1:
{
  "formula": "C30H24N4O2S3Ti",
  "method": "ωB97M-V/def2-TZVPD",
  "species": ["Ti", "O", "C", "O", "C", "C", "C", "C", "C", "C", "C", "C", "C", "N", "H", "H", "H", "H", "H", "H", "C", "C", "C", "C", "C", "C", "H", "H", "H", "H", "H", "S", "C", "S", "C", "N", "N", "C", "C", "C", "C", "C", "C", "S", "H", "H", "H", "H", "H", "C", "C", "C", "C", "C", "C", "N", "H", "H", "H", "H", "H", "H", "H", "H"],
  "xyz": [[-0.51288, -0.85552, -1.22643], [-0.13810, -3.35123, -4.31509], [-0.11374, -2.89586, -3.20892], [-0.63539, -1.72457, -2.85375], [0.49167, -3.62548, -2.03390], [1.05472, -4.89756, -2.20916], [1.54385, -5.53598, -1.10792], [1.44874, -4.92135, 0.15947], [1.90685, -5.55102, 1.34222], [1.76906, -4.93214, 2.54839], [1.16311, -3.65825, 2.62835], [0.72099, -3.01981, 1.50763], [0.86062, -3.63744, 0.24377], [0.40788, -3.00282, -0.88013], [1.07903, -5.32309, -3.20138], [1.99527, -6.51740, -1.18839], [2.36102, -6.53117, 1.26782], [2.11799, -5.41634, 3.45068], [1.04447, -3.18454, 3.59385], [0.24534, -2.05265, 1.57200], [-0.92649, 3.58957, -3.17131], [-0.72808, 2.47960, -3.98048], [-0.61163, 1.21646, -3.42061], [-0.71296, 1.03178, -2.03104], [-0.95448, 2.16188, -1.24145], [-1.04743, 3.42939, -1.79618], [-0.98561, 4.57811, -3.60758], [-0.64387, 2.60193, -5.05320], [-0.43979, 0.36642, -4.06915], [-1.04032, 2.06212, -0.16650], [-1.20400, 4.29401, -1.16223], [2.57526, 5.20925, -1.66718], [2.30049, 3.72444, -1.00841], [2.47534, 2.22912, -1.88409], [1.90102, 1.34885, -0.50435], [1.64741, 2.07543, 0.52134], [1.87911, 3.40018, 0.24554], [1.53438, 4.32277, 1.28063], [0.33422, 4.14166, 1.95189], [-0.01254, 5.01206, 2.97292], [0.83222, 6.05823, 3.31474], [2.03140, 6.22638, 2.63713], [2.39183, 5.35772, 1.61826], [1.69211, -0.39300, -0.51038], [-0.31138, 3.31831, 1.67904], [-0.94782, 4.87217, 3.49902], [0.55782, 6.73946, 4.10929], [2.69734, 7.03672, 2.90243], [3.32279, 5.48460, 1.08655], [-1.23307, 0.44807, 1.89879], [-1.94058, -0.77264, 1.41037], [-2.75693, -1.59505, 2.12376], [-3.28790, -2.57018, 1.22609], [-2.76009, -2.32462, -0.00440], [-3.03307, -3.04705, -1.28449], [-1.90701, -1.21608, 0.07788], [-1.16947, 0.41284, 2.98633], [-1.78129, 1.35519, 1.63249], [-0.21148, 0.54096, 1.52288], [-2.98279, -1.48744, 3.17360], [-3.99314, -3.35306, 1.45686], [-3.92305, -3.66204, -1.16084], [-2.22100, -3.71398, -1.58333], [-3.21594, -2.35632, -2.10974]],
  "fmax_ev_per_a": 0.2,
  "homo_energy_ev": -7.95,
  "mol_weight_g_mol": 616.6,
  "relative_energy_ev": 0.020,
  "total_energy_ha": -3571.2493,
  "lumo_ev": -1.260
}

Entry 2:
{
  "formula": "C21H34BrF3NO10S2",
  "method": "ωB97M-V/def2-TZVPD",
  "species": ["C", "C", "O", "C", "C", "C", "C", "C", "C", "F", "C", "F", "F", "N", "O", "C", "Br", "C", "C", "C", "O", "C", "C", "O", "H", "H", "H", "H", "H", "H", "H", "H", "H", "H", "H", "H", "H", "H", "H", "H", "H", "H", "O", "S", "O", "O", "C", "C", "C", "H", "H", "H", "H", "H", "H", "H", "H", "O", "S", "O", "O", "C", "C", "C", "H", "H", "H", "H", "H", "H", "H", "H"],
  "xyz": [[0.38751, -2.58093, 2.50730], [1.35681, -1.28242, 2.76050], [1.54326, -0.40491, 1.59477], [0.26785, 0.06251, 1.03156], [-1.10683, 0.40150, 1.85737], [-2.43889, 0.90046, 0.97670], [-3.87730, 1.22351, 1.75098], [-4.62446, -0.26024, 1.90999], [-4.78476, -1.06030, 0.48710], [-3.63792, -1.91781, 0.00698], [-5.98468, -0.98387, -0.41994], [-7.06231, -2.01241, -0.19482], [-6.14330, 0.02264, -1.51216], [-2.40995, 1.07307, -0.54865], [-3.52799, 1.48781, -1.22322], [-1.13711, 0.80778, -1.35580], [-1.26200, 1.14718, -3.35979], [0.23816, 0.29391, -0.62208], [1.61059, 0.02082, -1.52675], [1.82212, -1.63140, -1.54776], [0.56450, -2.34969, -1.93962], [0.55326, -3.70386, -1.29991], [-0.82535, -4.39605, -0.66820], [1.66845, -4.46795, -1.21898], [-0.59335, -2.39270, 3.16145], [0.11893, -2.73947, 1.37255], [0.90569, -3.52275, 2.97694], [1.06133, -0.64402, 3.72314], [2.43705, -1.72157, 3.01652], [-1.13889, 0.29134, 3.04466], [-3.60030, 1.57665, 2.83555], [-4.53468, 1.99057, 1.15581], [-3.90140, -0.90157, 2.60677], [-5.65652, -0.17697, 2.50382], [-3.79588, 2.40734, -0.88685], [1.49630, 0.35756, -2.64529], [2.56255, 0.58171, -1.07574], [2.72134, -1.87267, -2.25855], [2.13163, -2.00396, -0.45956], [-0.59928, -4.79080, 0.42962], [-1.22312, -5.26799, -1.36207], [-1.71172, -3.60522, -0.57026], [-4.63458, 4.97574, -2.35048], [-3.81062, 5.10555, -3.53063], [-2.48279, 4.53065, -3.60625], [-3.72444, 6.67742, -3.94771], [-3.24632, 7.61070, -2.98942], [-1.74201, 7.49534, -2.80100], [-4.73428, 4.53805, -4.93641], [-3.77304, 7.49043, -2.03790], [-3.47981, 8.61105, -3.36494], [-1.47121, 6.53085, -2.36321], [-1.37224, 8.28024, -2.13490], [-1.22648, 7.57037, -3.76330], [-5.72555, 4.98955, -4.91660], [-4.81452, 3.45107, -4.86511], [-4.19676, 4.81032, -5.84654], [5.12054, -3.55214, 3.80982], [6.38430, -2.91053, 3.52742], [6.45893, -1.58614, 2.94448], [7.30835, -3.92217, 2.64716], [6.79651, -4.41520, 1.41718], [6.80403, -3.34223, 0.33994], [7.36906, -2.91534, 5.00446], [5.79265, -4.82813, 1.55510], [7.44470, -5.23762, 1.10140], [6.11526, -2.52976, 0.58636], [6.49907, -3.75773, -0.62487], [7.80124, -2.90265, 0.24117], [7.35490, -3.91460, 5.43820], [6.92927, -2.19708, 5.69997], [8.38653, -2.61085, 4.75256]],
  "fmax_ev_per_a": 8.9,
  "homo_energy_ev": -10.67,
  "mol_weight_g_mol": 661.5,
  "charge": 1,
  "total_energy_ha": -5296.7002,
  "lumo_ev": -5.791
}

Entry 3:
{
  "formula": "C62H48FeNO2P2S3",
  "method": "ωB97M-V/def2-TZVPD",
  "species": ["Fe", "O", "S", "C", "C", "C", "C", "C", "C", "C", "C", "C", "C", "P", "C", "C", "C", "C", "C", "C", "C", "C", "C", "C", "C", "C", "C", "C", "C", "C", "C", "C", "C", "C", "C", "C", "C", "C", "P", "C", "C", "C", "C", "C", "C", "C", "C", "C", "C", "C", "C", "C", "C", "H", "H", "H", "H", "H", "H", "H", "H", "H", "H", "H", "H", "H", "H", "H", "H", "H", "H", "H", "H", "H", "H", "H", "H", "H", "H", "H", "H", "H", "H", "H", "H", "H", "H", "H", "H", "S", "C", "C", "C", "C", "C", "C", "N", "C", "C", "C", "C", "C", "C", "C", "H", "H", "H", "H", "H", "H", "H", "H", "C", "O", "H", "H", "H", "H", "S"],
  "xyz": [[0.35549, -3.21870, 24.01753], [-1.71301, -4.59198, 20.37954], [-1.04086, -5.03378, 21.66802], [-1.86997, -6.59217, 22.18930], [-2.61930, -7.11603, 21.10527], [-2.70186, -8.57797, 21.03243], [-2.39921, -9.25912, 22.24088], [-2.50662, -10.75712, 22.44596], [-2.01907, -10.79765, 24.02777], [-1.71492, -9.41777, 24.49704], [-1.32282, -8.93218, 25.68077], [-1.20983, -7.51492, 25.76765], [-1.38381, -6.58154, 24.70745], [-1.48389, -4.73210, 24.80743], [-1.40268, -4.41735, 26.60867], [-0.09017, -4.39528, 27.11526], [0.03524, -4.26351, 28.54540], [-1.08758, -4.12403, 29.36596], [-2.30334, -4.18979, 28.82233], [-2.52306, -4.33862, 27.45574], [-3.25208, -4.55385, 24.34529], [-3.50086, -3.33341, 23.73751], [-4.81678, -3.00330, 23.40973], [-5.85630, -3.86478, 23.73934], [-5.62710, -5.12866, 24.22053], [-4.23369, -5.44093, 24.54583], [-1.72507, -7.19097, 23.42748], [-1.99008, -8.57520, 23.41865], [0.57778, -5.80469, 21.21863], [0.97261, -6.89525, 21.95496], [2.43625, -7.44562, 21.83674], [2.97424, -6.98568, 20.84479], [4.26339, -7.52386, 20.14687], [4.38229, -6.78740, 18.76739], [3.36933, -5.74611, 18.83918], [3.11801, -4.53285, 18.09954], [2.16960, -3.71343, 18.54626], [1.36839, -3.82089, 19.76137], [0.95060, -2.15693, 20.38361], [2.52956, -1.33230, 20.91444], [2.40825, -0.11326, 21.57185], [3.56871, 0.69397, 21.68235], [4.80498, 0.18005, 21.28945], [4.90988, -1.08570, 20.79609], [3.74991, -1.84406, 20.49637], [0.44897, -1.22959, 18.88792], [1.27298, -0.32671, 18.18765], [0.94242, 0.00944, 16.85678], [-0.21391, -0.49012, 16.26343], [-1.03822, -1.34681, 17.01636], [-0.64417, -1.76434, 18.27697], [1.41570, -5.12770, 20.33625], [2.48409, -5.99087, 20.03480], [-2.72212, -6.54862, 20.24824], [-3.15467, -9.16692, 20.30328], [-3.41765, -11.16460, 22.48472], [-1.45054, -11.43138, 22.23112], [-3.03298, -11.29709, 24.51256], [-0.91694, -11.78080, 24.12825], [-1.36501, -9.40115, 26.60966], [-1.07166, -7.07847, 26.69987], [0.81531, -4.43980, 26.51809], [0.89340, -4.18764, 28.87989], [-0.83787, -3.86577, 30.37409], [-3.23591, -4.01443, 29.49083], [-3.49487, -4.36103, 26.96729], [-2.70574, -2.75581, 23.25221], [-5.06525, -1.96892, 23.15757], [-6.91254, -3.71382, 23.41839], [-6.37512, -5.75607, 24.29610], [-3.94962, -6.18819, 25.11717], [0.43045, -7.36153, 22.92519], [2.36574, -8.20086, 22.59510], [5.13223, -7.30231, 20.58371], [4.03931, -8.44916, 19.93807], [5.34951, -6.28959, 18.85984], [4.34877, -7.34623, 17.88523], [3.99582, -4.61613, 17.17577], [2.26632, -2.85941, 17.45955], [1.47285, 0.29639, 21.89081], [3.42721, 1.67060, 22.08596], [5.64150, 0.93874, 21.36427], [5.93656, -1.41612, 20.50113], [3.85429, -2.84022, 20.08867], [2.25150, -0.08806, 18.57589], [1.41121, 0.65675, 16.31939], [-0.49640, -0.20927, 15.34828], [-2.18136, -1.94857, 16.58805], [-1.48863, -2.63359, 18.90280], [3.94593, -0.46231, 24.72966], [4.59781, -1.89424, 23.99181], [5.96292, -2.12647, 23.79311], [6.29927, -3.40937, 23.17279], [5.33130, -4.33670, 22.64576], [3.89363, -3.94759, 22.88404], [3.70620, -2.76103, 23.42714], [2.21636, -2.43364, 23.91748], [2.25069, -1.27204, 24.63748], [1.02348, -0.78558, 25.19507], [0.95350, 0.54005, 25.64150], [-0.21080, 1.03527, 26.12639], [-1.31368, 0.20689, 26.13700], [-1.27802, -1.07595, 25.66620], [-0.04231, -1.69259, 25.20731], [6.72200, -1.46554, 24.25332], [7.20421, -3.72050, 23.43444], [5.86184, -5.29311, 22.25264], [3.12473, -4.38696, 22.52696], [1.82359, 1.25345, 25.49587], [-0.34624, 2.00284, 26.56287], [-2.22894, 0.55461, 26.56590], [-2.09194, -1.65709, 25.76830], [2.64864, -5.77636, 25.09892], [1.54205, -5.27919, 24.45476], [3.28274, -4.89302, 25.67172], [3.28217, -6.17798, 24.57441], [2.66460, -6.53279, 26.15392], [1.03493, -6.05840, 24.53923], [-0.32762, -1.85559, 21.75235]],
  "s_squared": 8.8055,
  "fmax_ev_per_a": 13.4,
  "homo_energy_ev": [-4.17, -6.84],
  "mol_weight_g_mol": 1053.1,
  "relative_energy_ev": 18.004,
  "total_energy_ha": -5736.8831,
  "spin_multiplicity": 6,
  "lumo_ev": [-0.275, -0.288]
}

Entry 4:
{
  "formula": "C7H15N4",
  "method": "ωB97M-V/def2-TZVPD",
  "species": ["C", "C", "C", "C", "C", "C", "C", "N", "N", "N", "N", "H", "H", "H", "H", "H", "H", "H", "H", "H", "H", "H", "H", "H", "H", "H"],
  "xyz": [[-1.36114, -1.74187, 1.04506], [-2.25572, 0.67539, 0.95790], [-1.87841, 1.13760, -0.39952], [0.15171, -1.87276, -0.81758], [1.36345, -1.06115, -0.37256], [0.54062, 1.13432, -1.00838], [2.36491, 0.82907, 0.68572], [-1.62730, -0.62298, 1.36904], [-0.64180, -2.48252, 0.27356], [-0.59250, 1.92832, -0.55670], [1.08856, 0.33191, 0.08502], [-1.93110, 1.47081, 1.59828], [-3.33623, 0.65494, 0.88725], [-1.76883, 0.41322, -1.21901], [-2.58470, 1.78860, -0.70839], [-0.54602, -1.57294, -1.53436], [0.58214, -2.67631, -1.39152], [1.95107, -1.65827, 0.45635], [1.95220, -1.00238, -1.35055], [1.34378, 1.61581, -1.58500], [2.74209, 0.28729, 1.62036], [3.16592, 0.85974, -0.04524], [2.13578, 1.84420, 0.94236], [-0.53967, -3.42956, 0.77339], [-0.68061, 2.92232, -0.53193], [0.36182, 0.22720, 0.82645]],
  "fmax_ev_per_a": 5.7,
  "homo_energy_ev": [-12.80, -9.43],
  "mol_weight_g_mol": 155.2,
  "relative_energy_ev": 6.247,
  "charge": 1,
  "total_energy_ha": -494.2805,
  "lumo_ev": [-2.540, -4.686]
}